The molecule C11H10Br4N2O3, computed with ωB97M-V/def2-TZVPD.

Values from the calculation:
highest occupied orbital energy = -8.91 eV
SMILES string = O=c1n(CCO)c2c(Br)c(Br)c(Br)c(Br)c2n1CCO
total charge = 0

Cartesian coordinates (Å):
O  -0.819442  -0.433017  -2.323658
C  -0.310622  -0.139147  -1.241527
N  -0.198794  1.095446  -0.705740
C  -0.970800  2.237656  -1.225131
C  -2.477969  2.063726  -0.963045
O  -2.808033  2.130338  0.418581
C  0.409444  1.015429  0.557577
C  0.720996  1.934751  1.573772
Br  0.073702  3.756692  1.516795
C  1.392329  1.499882  2.737329
Br  1.878100  2.740573  4.075881
C  1.889842  0.194790  2.791562
Br  3.146111  -0.259996  4.175704
C  1.522344  -0.737267  1.831217
Br  2.254519  -2.503487  1.826349
C  0.788180  -0.334985  0.706058
N  0.261106  -1.057472  -0.377977
C  -0.023566  -2.511968  -0.444901
C  0.870275  -3.271445  -1.448918
O  0.497980  -3.016210  -2.804438
H  -0.778319  2.276664  -2.274039
H  -0.638624  3.178471  -0.799284
H  -2.795847  1.054608  -1.290484
H  -3.079376  2.874431  -1.485262
H  -2.519897  1.314559  0.901145
H  0.062004  -2.964658  0.556966
H  -1.045767  -2.655528  -0.797454
H  1.904123  -2.974036  -1.285946
H  0.807265  -4.353545  -1.289799
H  -0.011265  -2.155257  -2.911332

Cartesian forces, eV/Å:
0.10 0.33 0.62
-0.35 -1.68 -1.44
-0.24 1.96 1.45
-0.66 -0.27 0.12
-0.42 -0.41 -0.09
0.40 -0.42 0.86
0.52 -0.29 0.20
-0.73 0.36 0.13
0.47 -0.79 0.08
0.37 0.29 -0.90
-0.22 -0.08 -0.15
0.23 -0.03 0.72
-0.64 -0.08 -0.60
0.31 -0.55 -1.01
0.02 0.47 0.32
-0.36 -0.25 0.81
0.52 0.16 0.88
0.29 -0.53 -0.40
-0.43 0.84 -0.30
-0.62 0.89 0.06
-0.01 -0.03 -0.86
0.20 -0.33 0.08
0.12 0.64 -0.54
0.81 -1.05 0.61
-0.34 1.04 -0.88
-0.09 0.51 -0.53
-0.13 0.31 0.11
0.24 0.04 0.03
-0.18 0.17 0.08
0.87 -1.23 0.57